# 1
16
Properties=species:S:1:pos:R:3:forces:R:3 method="wB97M-V/def2-TZVPD" largest_force_ev_per_a=3.4 e_tot_ev=-30182.18129 e_homo_ev=-9.789 charge=0 e_lumo_ev=0.67 smiles=COP(O)Cl.C#CC
C -2.839 1.278 -0.722 -2.450 1.989 0.028
O -2.301 0.422 0.244 0.932 -1.540 -0.716
P -0.877 -0.376 -0.024 -1.076 -0.268 0.642
O -0.432 -0.113 1.507 0.407 -0.381 0.084
Cl -1.629 -2.405 0.012 0.362 0.959 0.054
H -3.047 0.928 -1.822 0.592 0.147 2.277
H -2.222 2.214 -0.708 -0.584 -0.648 -0.507
H -3.839 1.535 -0.164 1.507 -0.113 -1.831
H -1.190 0.204 2.026 0.173 -0.198 -0.060
C 2.585 -1.970 -0.877 -1.055 -1.427 -2.649
C 2.482 -0.901 -0.363 1.473 1.884 2.483
C 2.730 0.264 0.545 -0.027 -0.924 -0.744
H 2.336 -2.550 -1.757 0.439 -0.401 0.759
H 1.681 0.577 0.748 1.134 0.370 0.761
H 3.345 -0.159 1.491 -1.485 1.542 -2.249
H 3.218 1.052 -0.138 -0.341 -0.992 1.671

=====

# 2
85
Properties=species:S:1:pos:R:3:forces:R:3 method="wB97M-V/def2-TZVPD" largest_force_ev_per_a=0.7 e_tot_ev=-134637.19253 e_homo_ev=-3.550 charge=-1 e_lumo_ev=2.10
Rh 1.610 -0.698 1.250 0.657 0.308 0.161
O 1.145 -0.955 3.162 0.196 -0.267 0.173
C 1.395 -0.140 4.108 -0.163 0.088 0.028
C 1.057 -0.550 5.444 0.041 0.020 -0.130
C 1.293 0.244 6.523 0.024 0.068 0.043
C 1.872 1.530 6.380 -0.035 -0.057 0.015
C 2.187 1.965 5.128 -0.002 -0.016 -0.042
C 1.968 1.174 3.969 -0.007 -0.051 -0.002
C 2.366 1.729 2.725 -0.030 -0.052 -0.123
N 2.235 1.126 1.579 0.205 0.068 0.039
N 2.773 1.823 0.505 0.140 -0.259 -0.036
C 2.715 1.202 -0.606 0.040 0.133 -0.127
O 2.188 -0.073 -0.700 -0.401 0.127 0.269
C 3.354 1.745 -1.824 -0.054 -0.016 0.114
C 3.701 0.892 -2.868 0.079 0.005 -0.018
C 4.378 1.391 -3.972 -0.086 -0.011 0.001
C 4.693 2.740 -4.049 0.002 0.066 0.047
C 4.339 3.593 -3.009 0.048 -0.008 -0.046
C 3.679 3.099 -1.898 -0.100 -0.031 0.009
H 0.604 -1.528 5.542 -0.015 -0.001 -0.014
H 1.032 -0.115 7.512 -0.018 0.004 0.001
H 2.055 2.152 7.246 -0.008 -0.007 0.005
H 2.627 2.948 4.993 0.007 -0.003 -0.017
H 2.832 2.712 2.715 -0.021 0.012 -0.008
H 3.444 -0.155 -2.807 -0.036 -0.004 0.009
H 4.649 0.722 -4.778 0.005 0.004 -0.010
H 5.217 3.128 -4.914 -0.002 -0.003 -0.008
H 4.590 4.645 -3.060 -0.009 0.005 -0.013
H 3.399 3.745 -1.076 0.019 0.011 0.008
N -1.521 -4.917 0.780 -0.014 0.386 0.273
C -0.917 -4.973 -0.413 0.118 -0.131 -0.073
N -1.470 -5.805 -1.359 0.033 -0.008 0.118
N 0.170 -4.336 -0.774 -0.172 0.104 0.012
C 0.652 -3.413 0.037 0.370 -0.202 0.193
N 1.184 -2.627 0.696 -0.561 0.129 -0.260
H -2.470 -5.255 0.830 -0.002 0.016 0.009
H -1.356 -4.108 1.430 -0.052 -0.132 -0.430
H -1.915 -6.641 -1.016 -0.046 0.025 -0.011
H -0.870 -5.943 -2.156 0.007 -0.005 0.019
N 1.150 -0.290 -1.700 0.253 -0.208 -0.265
P 0.053 0.807 -2.079 -0.227 0.230 0.055
C -1.569 0.015 -2.045 0.053 -0.013 -0.032
C -2.651 0.596 -2.708 0.019 -0.032 -0.062
C -3.913 0.047 -2.580 0.014 -0.015 0.060
C -4.100 -1.072 -1.774 -0.050 -0.006 -0.019
C -3.034 -1.626 -1.086 0.102 -0.021 0.008
C -1.761 -1.082 -1.217 -0.051 -0.026 -0.017
C -0.199 2.233 -0.994 -0.098 -0.060 0.052
C -0.326 1.916 0.360 -0.170 0.026 -0.146
C -0.625 2.906 1.279 -0.021 0.074 0.014
C -0.830 4.210 0.849 0.027 -0.009 0.020
C -0.755 4.521 -0.502 0.010 -0.032 -0.010
C -0.448 3.534 -1.428 0.094 0.025 0.012
C 0.240 1.366 -3.806 0.140 -0.069 0.028
C 0.998 2.480 -4.163 -0.015 0.042 0.024
C 1.260 2.755 -5.497 -0.013 0.001 0.020
C 0.777 1.916 -6.489 -0.010 -0.016 -0.018
C 0.045 0.788 -6.144 0.034 0.014 -0.025
C -0.209 0.507 -4.811 -0.048 0.067 0.034
H -2.503 1.476 -3.324 -0.001 -0.001 -0.010
H -4.753 0.496 -3.094 -0.006 -0.007 -0.013
H -5.089 -1.501 -1.668 -0.001 0.014 0.015
H -3.176 -2.462 -0.416 -0.038 -0.002 0.067
H -0.923 -1.487 -0.662 0.020 0.007 -0.006
H -0.185 0.890 0.697 0.003 0.019 0.026
H -0.697 2.652 2.329 -0.019 -0.026 0.003
H -1.063 4.985 1.568 -0.009 0.002 0.001
H -0.941 5.532 -0.840 -0.002 0.007 0.000
H -0.418 3.782 -2.479 -0.009 0.010 -0.011
H 1.401 3.135 -3.402 0.042 -0.058 -0.022
H 1.859 3.619 -5.755 -0.011 0.019 0.003
H 0.978 2.135 -7.530 0.005 -0.007 0.000
H -0.323 0.121 -6.913 0.009 -0.007 0.002
H -0.763 -0.385 -4.547 -0.014 0.005 -0.002
Se -2.079 -2.061 2.589 -0.046 -0.313 -0.008
C -2.938 -3.135 3.880 -0.077 0.095 -0.090
C -3.758 -2.585 4.878 -0.007 0.013 -0.004
C -4.411 -3.404 5.778 -0.021 0.012 0.033
N -4.325 -4.738 5.798 0.034 -0.009 -0.023
C -3.521 -5.263 4.871 -0.004 -0.057 0.035
C -2.824 -4.534 3.926 -0.010 0.036 -0.004
H -3.879 -1.511 4.932 -0.033 -0.005 -0.004
H -5.055 -2.963 6.535 0.009 0.014 0.003
H -3.427 -6.346 4.889 0.009 -0.006 -0.012
H -2.179 -5.049 3.223 -0.022 -0.046 0.107

=====

# 3
43
Properties=species:S:1:pos:R:3:forces:R:3 method="wB97M-V/def2-TZVPD" largest_force_ev_per_a=0.5 e_tot_ev=-38096.10094 e_homo_ev=-8.372 charge=0 e_lumo_ev=0.29
Tl 1.289 -1.299 -1.605 -0.081 0.184 0.313
N 0.218 -2.771 1.000 0.109 -0.238 0.042
N 1.212 -3.266 1.874 -0.067 -0.083 -0.079
C 2.470 -2.826 1.817 0.337 0.006 -0.001
N 3.287 -3.170 2.830 -0.042 0.008 0.003
N 2.806 -2.132 0.727 -0.140 0.182 -0.131
N 3.981 -1.467 0.673 0.503 -0.125 0.050
O 4.141 -0.766 -0.323 -0.266 -0.106 0.190
O 4.864 -1.564 1.535 -0.366 -0.038 -0.092
H 0.116 -1.768 1.196 -0.085 0.221 -0.260
H -0.645 -3.252 1.211 0.023 -0.174 -0.013
H 0.928 -3.783 2.685 -0.042 0.014 0.186
H 2.895 -3.463 3.708 -0.025 0.029 -0.024
H 4.185 -2.711 2.819 0.124 0.009 0.011
C 2.302 2.937 0.687 0.015 0.027 -0.015
C 1.383 1.955 -0.019 -0.087 0.012 0.121
C 0.185 2.654 -0.643 -0.015 -0.041 -0.030
O 2.083 1.329 -1.105 -0.030 -0.088 -0.041
C 0.822 0.902 0.980 0.053 0.027 -0.073
O 0.660 1.228 2.154 -0.053 -0.129 -0.128
O 0.499 -0.229 0.467 0.121 0.332 0.017
H 2.543 3.771 0.024 0.022 -0.046 0.007
H 3.232 2.444 0.985 -0.035 0.020 0.032
H 1.816 3.307 1.587 0.032 0.020 -0.011
H 0.520 3.423 -1.342 0.002 -0.020 0.026
H -0.423 3.112 0.138 -0.006 0.009 -0.029
H -0.425 1.925 -1.181 -0.001 0.048 0.017
H 2.934 1.025 -0.764 0.105 -0.066 -0.030
N -3.068 -0.153 -3.407 -0.048 0.019 -0.016
C -1.825 -0.681 -3.226 -0.117 0.020 0.111
N -1.438 -0.658 -1.984 0.077 -0.004 -0.090
C -2.482 -0.065 -1.281 -0.100 0.015 -0.066
C -2.598 0.235 0.076 0.049 0.023 0.125
C -3.768 0.833 0.499 -0.009 0.000 0.020
C -4.807 1.139 -0.396 0.025 -0.019 -0.065
C -4.702 0.859 -1.745 -0.042 0.028 -0.045
C -3.522 0.256 -2.165 0.155 -0.077 0.040
H -3.559 -0.070 -4.279 0.018 -0.009 -0.043
H -1.242 -1.075 -4.047 -0.070 0.037 0.034
H -1.776 0.034 0.756 -0.089 -0.010 -0.075
H -3.888 1.085 1.545 0.023 -0.005 -0.037
H -5.706 1.612 -0.021 0.008 -0.006 -0.005
H -5.495 1.105 -2.441 0.017 -0.008 0.057

=====

Table of energy relative to the best compared isomer or geometry (same formula, charge and spin) (eV), in record order: 2.482, 4.370, 0.019